Record 1
{"formula": "C5H12ClN2O2P", "method": "wB97M-V/def2-TZVPD", "elements": ["C", "C", "C", "C", "C", "N", "N", "O", "O", "P", "Cl", "H", "H", "H", "H", "H", "H", "H", "H", "H", "H", "H", "H"], "coordinates": [[1.4344, 0.5306, 1.2967], [1.8068, 1.8020, 0.5524], [0.0326, 0.4864, 1.8948], [-2.1922, -1.3558, -1.6226], [-0.8315, -1.5854, -1.0753], [0.8013, 2.1004, -0.4496], [0.1738, -0.5252, -1.2490], [-1.6360, 1.6556, -1.3877], [-0.9496, 0.7021, 0.8705], [-0.5380, 1.1274, -0.5854], [0.4744, -0.1538, -2.9158], [1.6102, -0.2472, 0.4840], [2.1478, 0.3458, 2.0762], [1.6763, 2.5945, 1.3734], [2.6816, 1.4297, 0.0464], [-0.1721, -0.4085, 2.3351], [-0.1193, 1.2434, 2.5786], [-2.6986, -0.5543, -1.1067], [-2.1877, -1.0307, -2.6878], [-2.8439, -2.1793, -1.3535], [-0.7626, -1.5793, 0.0395], [-0.3682, -2.4383, -1.4597], [1.1396, 2.6143, -1.3481]], "forces_ev_per_a": [[-0.1, -1.5, -1.2], [-1.9, 0.1, 1.9], [1.5, 1.0, -3.0], [-1.0, 0.7, -0.2], [0.9, 1.6, 1.5], [-0.2, 0.8, -2.5], [-1.2, 2.9, 0.7], [0.1, 0.1, 0.0], [-0.2, 0.0, -0.1], [1.2, -1.3, -1.6], [0.2, -0.2, -0.5], [-0.7, 0.3, 1.5], [0.5, 0.0, 0.5], [1.7, -0.4, -1.5], [1.2, 1.4, 0.3], [-0.5, -2.6, 1.2], [-0.1, 1.7, 1.7], [0.1, 0.6, 0.2], [-0.1, -0.8, 0.6], [0.0, -0.6, -0.7], [-0.7, -0.8, -0.6], [0.6, -1.7, -0.5], [-1.1, -1.4, 2.3]], "lowdin_charge": [-0.2056, -0.2458, -0.1676, -0.1207, -0.3736, -0.1244, -0.5961, -0.2734, -0.1806, 0.4534, 0.5801, 0.1166, 0.1124, 0.1456, 0.1182, 0.0929, 0.1032, 0.0513, 0.0803, 0.0763, 0.1172, 0.0830, 0.1572], "smiles": "CCN(Cl)[P@]1(=O)NCCCO1", "largest_force_ev_per_a": 3.472, "homo_ev": -9.11, "orbital_gap_ev": 9.79}



Record 2
{"formula": "C16H31NNiOP2", "method": "wB97M-V/def2-TZVPD", "elements": ["P", "P", "C", "C", "H", "H", "H", "H", "C", "H", "H", "H", "C", "H", "H", "H", "C", "H", "H", "H", "C", "H", "H", "H", "Ni", "C", "C", "C", "C", "C", "C", "C", "C", "C", "H", "H", "H", "H", "H", "H", "H", "H", "H", "H", "H", "H", "H", "H", "H", "O", "C", "N"], "coordinates": [[-0.6614, 2.1078, 0.1065], [-1.7044, -1.4968, -1.0943], [-1.8250, 1.4067, -1.1110], [-2.5250, 0.0902, -0.7087], [-1.3230, 1.3300, -2.0850], [-2.5863, 2.1934, -1.2423], [-2.7973, 0.1062, 0.3610], [-3.4880, 0.0590, -1.2555], [-1.9451, -1.8340, -2.8778], [-1.1940, -2.5716, -3.1995], [-1.8249, -0.9266, -3.4906], [-2.9453, -2.2620, -3.0536], [-2.8192, -2.7319, -0.3473], [-3.6760, -2.9051, -1.0171], [-3.1959, -2.4010, 0.6322], [-2.2749, -3.6793, -0.2271], [-0.2457, 3.7610, -0.4715], [0.6043, 4.1549, 0.1055], [-1.1163, 4.4176, -0.3272], [0.0113, 3.7303, -1.5398], [-1.5599, 2.2702, 1.6653], [-2.1046, 1.3481, 1.9167], [-2.2842, 3.0923, 1.5809], [-0.8745, 2.5108, 2.4896], [2.0650, 0.8238, 2.5154], [-0.0409, -2.2425, -0.8848], [0.9875, -1.6496, -1.7380], [0.9723, -0.2927, -2.2414], [1.6649, 0.6293, -1.2320], [0.8287, 1.0989, -0.0222], [0.4667, 0.2707, 1.1682], [-0.0527, -1.0722, 1.4495], [0.4180, -2.2840, 0.5974], [3.6343, 1.6001, 3.3484], [-0.1989, -3.2940, -1.2120], [1.9312, -2.1898, -1.8610], [-0.0149, 0.1051, -2.5236], [1.5771, -0.2635, -3.1634], [2.5561, 0.1314, -0.8117], [2.0489, 1.5166, -1.7564], [1.5261, 1.8782, 0.3864], [0.3449, 0.8874, 2.1130], [-1.1652, -1.0837, 1.5716], [0.3223, -1.2735, 2.4877], [1.5120, -2.3315, 0.6463], [0.0628, -3.2156, 1.0737], [4.0212, 0.9731, 4.1645], [3.4269, 2.6191, 3.7052], [4.3908, 1.6205, 2.5472], [4.3806, -2.4460, 1.1657], [3.6888, -1.5784, 1.6241], [3.0007, -0.7072, 2.0729]], "forces_ev_per_a": [[1.6, -2.2, -1.3], [-0.9, -1.9, -0.8], [-0.8, 0.5, 0.0], [0.2, 1.0, 0.2], [-0.1, 0.1, 0.4], [-0.1, -0.4, 0.0], [0.3, -0.2, -0.4], [0.5, -0.4, 0.1], [-0.2, 0.3, -0.4], [-0.2, 0.3, 0.1], [0.0, -0.4, 0.2], [0.3, 0.3, 0.1], [-0.3, 0.0, 0.3], [0.3, 0.1, 0.3], [0.2, -0.2, -0.3], [-0.2, 0.3, 0.0], [-0.8, 0.9, -0.1], [-0.3, -0.2, -0.1], [0.3, 0.1, -0.1], [0.0, 0.0, 0.3], [-0.2, 0.5, 0.2], [0.4, 0.3, -0.1], [0.1, 0.0, -0.1], [-0.1, -0.1, -0.3], [0.4, 0.7, 0.1], [0.8, 0.1, 1.3], [0.2, -0.8, -0.8], [0.7, 0.8, -0.7], [-0.3, 0.9, 0.1], [0.7, 1.6, 0.8], [-0.6, 0.6, 1.1], [0.6, -1.0, 0.4], [-0.4, 0.1, 0.9], [-0.4, 0.7, 0.3], [-0.4, 0.5, 0.1], [-0.4, 0.0, 0.3], [0.2, -0.3, 0.2], [-0.2, 0.1, 0.1], [-0.4, 0.1, 0.0], [-0.2, -0.1, 0.0], [0.1, -0.6, 0.1], [0.1, -0.2, -0.5], [-0.4, -0.5, -0.3], [-0.5, -0.1, -0.8], [-0.2, 0.1, -0.1], [-0.1, 0.3, -0.2], [-0.2, 0.2, -0.1], [0.5, -0.1, 0.1], [-0.1, 0.1, 0.2], [0.2, -0.5, -0.3], [-1.1, 1.7, 0.9], [1.5, -3.0, -1.3]], "lowdin_charge": [0.8874, 0.9920, -0.2997, -0.2903, 0.0761, 0.0990, 0.0780, 0.1103, -0.1706, 0.0702, 0.0613, 0.0584, -0.1723, 0.0576, 0.0634, 0.0682, -0.1882, 0.0704, 0.0512, 0.0632, -0.1827, 0.0537, 0.0598, 0.0621, 0.2137, -0.4020, -0.0978, -0.2295, -0.1398, -0.4328, -0.4008, -0.2743, -0.1602, -0.2723, 0.1319, 0.1374, 0.0662, 0.1255, 0.1312, 0.1139, 0.0932, 0.0072, 0.0698, 0.1178, 0.0980, 0.1152, -0.0421, -0.0762, -0.0443, -0.0303, -0.5347, 0.0376], "largest_force_ev_per_a": 3.608, "homo_ev": [-4.53, -5.07], "orbital_gap_ev": [3.98, 4.49], "multiplicity": 3}



Record-wise total energy values, in eV: -34265.964 -80244.210